This record from the Open Molecules 2025 dataset describes 2 unconnected molecules or ions with the total composition C23H19F3O2S in a non-equilibrium geometry. The level of theory is wB97M-V/def2-TZVPD.

Each line ends with the Löwdin charge.
Atoms and positions in Å:
F -6.5908 0.9085 -3.1268  0.099
C -6.0589 -0.1927 -3.7387  -0.532
F -6.5929 -1.2914 -3.1236  0.097
F -6.5219 -0.1941 -5.0318  0.101
C -4.5575 -0.1947 -3.6900  -0.170
C -3.8737 -1.4129 -3.6883  -0.050
C -2.4951 -1.4230 -3.5881  -0.136
C -1.7776 -0.2020 -3.3957  -0.840
S -0.1778 -0.2102 -2.9461  0.476
C -2.4905 1.0243 -3.5734  -0.130
C -3.8690 1.0209 -3.6738  -0.046
H -4.4298 -2.3449 -3.7473  0.113
H -1.9464 -2.3637 -3.5935  0.087
H -1.9388 1.9629 -3.5659  0.089
H -4.4212 1.9560 -3.7212  0.114
C 6.5807 3.6654 2.1466  -0.046
O 6.0957 3.2608 0.8450  -0.066
C 4.9267 2.5727 0.7611  -0.232
C 4.6050 2.0310 -0.5108  0.020
C 3.5185 1.2098 -0.6503  0.017
C 2.6676 0.8934 0.4563  -0.184
C 1.5993 -0.0172 0.2592  0.097
C 0.8831 -0.7324 1.2487  -0.172
C -0.3380 -1.3596 0.8475  0.078
C -1.1135 -2.0133 1.7776  -0.128
C -0.6956 -2.0640 3.1338  -0.189
O -1.5782 -2.6807 3.9626  0.012
C -2.7304 -3.1026 3.1326  -0.094
C -2.4263 -2.7182 1.6806  -0.083
C 0.5250 -1.5092 3.5529  0.026
C 1.3160 -0.8982 2.6101  -0.003
C 2.9366 1.5525 1.6930  -0.005
C 4.0507 2.3560 1.8568  0.005
H 7.5460 4.1296 1.9398  0.096
H 5.9004 4.3955 2.6059  0.096
H 6.7095 2.7979 2.8097  0.101
H 5.2587 2.2698 -1.3468  0.130
H 3.2989 0.7591 -1.6186  0.134
H 1.2890 -0.2009 -0.7689  0.034
H -0.6520 -1.2977 -0.2000  0.106
H -2.8584 -4.1826 3.2714  0.127
H -3.6195 -2.5917 3.5228  0.128
H -3.2052 -2.0733 1.2677  0.132
H -2.3627 -3.6109 1.0514  0.130
H 0.8007 -1.5862 4.6011  0.127
H 2.2967 -0.5295 2.9038  0.110
H 2.2556 1.4216 2.5325  0.113
H 4.2613 2.8099 2.8290  0.112

Net charge: 0



This record from the Open Molecules 2025 dataset describes a single C3H3NO molecule. The level of theory is wB97M-V/def2-TZVPD.

Each line ends with the Löwdin charge.
Atoms and positions in Å:
O 0.6594 -1.8629 -0.7362  0.076
C 0.6688 -0.8665 -0.0670  -0.287
C -0.2917 0.2781 -0.3385  -0.162
C -0.9599 0.5420 1.2412  -0.084
N -0.5357 1.6037 0.8945  0.101
H 1.3792 -0.7012 0.7669  0.129
H -1.1647 -0.0433 -0.9046  0.111
H 0.2311 1.0572 -0.9044  0.116

Net charge: 0



This record from the Open Molecules 2025 dataset describes a single C5H6O2S2 molecule in a non-equilibrium geometry. The level of theory is wB97M-V/def2-TZVPD.

Each line ends with the Löwdin charge.
Atoms and positions in Å:
C -0.7623 -0.2153 -0.6156  -0.568
C -0.1487 0.1244 0.7485  -0.582
C 1.1746 -1.4800 -0.7480  -0.124
C 1.8945 -0.4348 0.0225  -0.239
C -2.2477 1.6543 0.5538  -0.706
O 0.0180 -0.9370 -1.4498  -0.103
O 1.1428 -0.1225 1.1039  -0.118
S -2.3545 0.4932 -0.8678  0.894
S -1.1632 1.0090 1.8631  0.905
H 1.6526 -1.9150 -1.5976  0.123
H 0.8381 -2.2544 0.0826  0.186
H 2.8666 -0.7854 0.3697  0.131
H 2.2189 0.5990 -0.4645  0.182
H -1.8701 2.5428 0.1841  0.008
H -3.2595 1.7215 0.8152  0.011

Net charge: 0
SMILES: C1COC2=C(O1)SCS2



E_HOMO (computed, eV): -5.82; -10.78; -6.83
Energy relative to the best compared isomer or geometry (same formula, charge and spin) (computed, kJ/mol): 30.8; 269.1; 138.6
Orbital gap (computed, eV): 3.24; 11.13; 7.50